No. 1
{
  "formula": "C13H9Cl2N3O2S2",
  "method": "ωB97M-V/def2-TZVPD",
  "elements": ["C", "N", "C", "N", "N", "C", "C", "C", "C", "C", "O", "H", "H", "H", "S", "C", "C", "O", "C", "C", "C", "C", "S", "Cl", "Cl", "H", "H", "H", "H", "H", "H"],
  "xyz": [[1.6460, 0.9530, -2.0547], [1.1208, 0.7530, -0.7354], [0.0920, 1.4334, -0.1607], [-0.1557, 0.9766, 1.0383], [0.6992, -0.0143, 1.2838], [1.4732, -0.1610, 0.2359], [2.5262, -1.1329, 0.1356], [3.5676, -1.2961, -0.7493], [4.2834, -2.4274, -0.3048], [3.6321, -2.8670, 0.8092], [2.5774, -2.0944, 1.0798], [3.8200, -3.6912, 1.4682], [5.1590, -2.8497, -0.7529], [3.8129, -0.6890, -1.5952], [-0.8324, 2.6819, -0.9208], [-1.8785, 3.0904, 0.5047], [-2.3051, 1.9296, 1.3963], [-2.3701, 2.0962, 2.5904], [-2.8308, 0.7199, 0.7566], [-3.2354, -0.3966, 1.4385], [-3.7053, -1.4185, 0.5939], [-3.6682, -1.0714, -0.7325], [-3.0278, 0.5179, -0.9574], [-4.1504, -2.0351, -2.0503], [-4.2735, -2.9351, 1.1487], [-3.1795, -0.4694, 2.5086], [-2.7702, 3.5581, 0.0821], [-1.3469, 3.8146, 1.1232], [0.9656, 1.6050, -2.6016], [2.6299, 1.4240, -2.0077], [1.7245, -0.0045, -2.5703]],
  "forces_ev_per_angstrom": [[0.27, 0.02, -0.35], [-0.33, -0.15, 0.72], [0.18, -0.09, 0.24], [0.02, 0.84, -0.59], [0.92, -0.98, 0.24], [-0.48, 0.24, 0.25], [0.82, 0.00, -0.87], [-0.69, 0.26, 0.42], [-0.15, -0.39, 0.54], [0.84, -0.21, -0.61], [-0.53, 0.24, 0.24], [-0.08, -0.07, 0.15], [0.18, -0.14, -0.03], [-0.02, 0.18, -0.15], [-0.01, 0.42, -0.29], [0.45, 0.21, 0.12], [-0.36, 0.44, 0.33], [-0.16, 0.03, -0.15], [-0.60, -0.89, -0.25], [0.16, 0.54, -0.15], [-0.06, 0.02, -0.66], [0.12, 0.30, 0.50], [-0.31, -0.57, 0.22], [-0.01, 0.01, -0.08], [-0.03, -0.12, 0.09], [0.01, 0.00, 0.20], [0.01, 0.00, 0.02], [-0.17, -0.11, 0.03], [0.09, -0.08, -0.04], [-0.05, -0.01, -0.07], [-0.02, 0.08, -0.03]],
  "mulliken_charge": [-0.9766, 0.1434, 0.2367, 0.1513, -1.0102, 0.4317, 0.2411, -0.3766, -0.5097, -0.4787, -0.3020, 0.4745, 0.4480, 0.5062, -0.2078, -0.8098, 0.6940, -0.6049, 0.3850, -0.8214, 0.1864, 0.3032, -0.1103, -0.1808, -0.1923, 0.4828, 0.4189, 0.4391, 0.3218, 0.3286, 0.3885],
  "homo_ev": -8.181
}

=====

No. 2
{
  "formula": "C4H8N2O",
  "method": "ωB97M-V/def2-TZVPD",
  "elements": ["C", "C", "C", "N", "O", "C", "N", "H", "H", "H", "H", "H", "H", "H", "H"],
  "xyz": [[1.1069, 0.3098, -0.0329], [-2.7138, 0.3632, -0.0026], [2.5208, -0.2383, -0.0368], [0.5785, 0.6400, 1.1807], [-1.4166, -0.1105, 0.3790], [-0.5227, -0.6207, -0.6487], [-0.4994, -1.5434, -1.3671], [0.4644, -0.1774, 1.7826], [1.0236, 1.0334, -0.8500], [-3.3315, -0.4452, -0.3947], [-2.6367, 1.1430, -0.7624], [-3.2162, 0.7371, 0.8876], [2.7311, -0.7557, -0.9731], [2.6810, -0.9224, 0.7969], [3.2305, 0.5872, 0.0414]],
  "forces_ev_per_angstrom": [[0.99, 1.79, 2.43], [-0.15, -0.48, -0.75], [-0.60, -1.50, -0.50], [-0.09, 0.13, -2.28], [1.18, -0.52, -1.78], [-3.24, -0.05, 2.88], [0.74, 0.12, -0.89], [1.09, 0.03, 0.29], [-0.28, 0.45, 0.41], [0.07, -0.09, -0.10], [0.00, 0.06, 0.15], [0.43, 0.09, 0.10], [0.08, -0.12, -0.02], [0.07, -0.02, -0.02], [-0.30, 0.11, 0.09]],
  "mulliken_charge": [0.3106, -0.6365, -1.0825, -0.5504, -0.2365, 0.3392, -0.5038, 0.2804, 0.3240, 0.2839, 0.2981, 0.2399, 0.3297, 0.3177, 0.2863],
  "homo_ev": [-9.416, -8.723]
}

=====

No. 3
{
  "formula": "C5H8N2",
  "method": "ωB97M-V/def2-TZVPD",
  "elements": ["C", "N", "C", "C", "C", "N", "C", "H", "H", "H", "H", "H", "H", "H", "H"],
  "xyz": [[2.3550, 0.2207, 0.0207], [0.9104, 0.0096, 0.0039], [0.3762, -1.2385, 0.1539], [-0.9928, -1.1637, 0.1471], [-1.3266, 0.2151, -0.0097], [-2.6283, 0.7955, 0.0238], [-0.1266, 0.9090, -0.0856], [2.8579, -0.7421, -0.1422], [2.6815, 0.8907, -0.7780], [2.7234, 0.6046, 0.9804], [1.0227, -2.1030, 0.2216], [-1.6645, -2.0063, 0.2492], [-3.3754, 0.1196, -0.0341], [-2.7516, 1.4988, -0.6877], [-0.0612, 1.9901, -0.0632]],
  "forces_ev_per_angstrom": [[0.04, 0.03, 0.00], [0.35, -0.57, 0.12], [0.14, -0.08, -0.08], [-0.18, 0.23, -0.03], [0.29, -0.15, 0.16], [0.57, -0.11, 0.02], [-1.05, 0.31, 0.18], [-0.31, 0.23, 0.00], [-0.20, 0.02, 0.08], [-0.27, 0.06, -0.14], [-0.09, 0.12, 0.00], [0.04, 0.16, -0.05], [0.14, -0.06, -0.05], [-0.05, 0.02, -0.04], [0.56, -0.23, -0.16]],
  "mulliken_charge": [-0.8291, 0.2046, -0.3216, -0.7388, 0.7509, -0.5822, -0.8026, 0.2656, 0.3336, 0.2836, 0.3142, 0.3086, 0.2406, 0.2354, 0.3372],
  "homo_ev": -7.416
}

=====

No. 4
{
  "formula": "C27H52ClIN4O13P",
  "method": "ωB97M-V/def2-TZVPD",
  "elements": ["C", "C", "O", "O", "C", "C", "N", "P", "N", "O", "O", "C", "C", "N", "N", "C", "C", "C", "Cl", "C", "I", "C", "C", "C", "O", "O", "C", "C", "O", "H", "H", "H", "H", "H", "H", "H", "H", "H", "H", "H", "H", "H", "H", "H", "H", "H", "H", "H", "H", "H", "H", "H", "H", "H", "H", "H", "H", "O", "C", "O", "C", "C", "C", "H", "H", "H", "H", "H", "H", "H", "H", "O", "C", "O", "C", "C", "C", "H", "H", "H", "H", "H", "H", "H", "H", "O", "C", "O", "C", "C", "C", "H", "H", "H", "H", "H", "H", "H", "H"],
  "xyz": [[0.3911, -1.2563, 4.6114], [0.6279, -2.5730, 3.9291], [0.7138, -3.6186, 4.4858], [0.7941, -2.5510, 2.5591], [-0.0585, -1.6820, 1.8236], [0.0808, -2.0416, 0.3593], [1.1824, -1.3389, -0.4210], [1.3879, -2.3862, -1.9349], [1.9764, -3.7263, -1.5198], [-0.0506, -2.4125, -2.5492], [2.2323, -1.5078, -2.9510], [2.5194, -1.4464, 0.3038], [3.0118, -0.2033, 1.0514], [2.4766, -0.0942, 2.4098], [2.8084, 1.0693, 0.3475], [3.9832, 1.9437, 0.4269], [3.6577, 3.2846, 1.1217], [4.2539, 4.5332, 0.4740], [4.1238, 3.1109, 2.8451], [2.1855, 0.8908, -0.9475], [1.8902, 2.7489, -1.9572], [0.8631, 0.1328, -0.6636], [-0.3110, 0.3899, -1.6187], [-1.2802, 1.4810, -1.1834], [-2.2913, 1.6848, -1.7652], [-0.8875, 2.1944, -0.0720], [-1.4910, 1.8902, 1.1606], [-2.9691, 1.6533, 1.1683], [-0.7817, 1.8478, 2.1106], [-0.6821, -1.0510, 4.6545], [0.9050, -0.4421, 4.0992], [0.7919, -1.3351, 5.6204], [-1.1031, -1.8939, 2.0850], [0.1355, -0.6304, 2.0562], [0.2696, -3.1175, 0.2948], [-0.8782, -1.8563, -0.1286], [2.8698, -3.9518, -1.9417], [-0.8141, -2.3525, -1.9406], [1.7328, -1.3053, -3.7580], [3.2701, -1.6726, -0.4574], [2.4924, -2.3139, 0.9605], [4.0932, -0.3967, 1.1179], [2.3603, 0.8919, 2.6279], [3.1504, -0.4192, 3.0975], [4.7277, 1.4570, 1.0580], [4.4706, 2.1108, -0.5405], [2.5703, 3.3698, 1.1327], [4.5742, 5.2487, 1.2306], [5.0813, 4.3015, -0.1989], [3.4816, 5.0352, -0.1141], [2.8326, 0.3210, -1.6204], [0.5605, 0.5147, 0.3145], [0.0216, 0.6165, -2.6336], [-0.9776, -0.4642, -1.7163], [-3.4690, 2.1461, 0.3367], [-3.1641, 0.5807, 1.0660], [-3.3600, 2.0272, 2.1123], [-2.7736, -2.5650, -1.2521], [-3.2851, -3.2216, -2.1430], [-2.5685, -4.2174, -2.6527], [-3.0976, -5.1782, -3.5932], [-3.0186, -4.6769, -5.0164], [-4.6286, -2.8765, -2.7070], [-4.1102, -5.4635, -3.3087], [-2.4721, -6.0574, -3.4544], [-3.6241, -3.7848, -5.1575], [-3.3601, -5.4488, -5.7061], [-1.9895, -4.4167, -5.2651], [-4.4891, -2.1110, -3.4693], [-5.2546, -2.4766, -1.9124], [-5.1499, -3.7229, -3.1441], [-3.4499, -1.5762, -5.3315], [-3.7237, -0.4186, -5.5444], [-4.9731, -0.1244, -5.9190], [-5.4619, 1.2225, -6.0450], [-5.1522, 1.8155, -7.4016], [-2.6824, 0.6715, -5.4709], [-5.0896, 1.8406, -5.2275], [-6.5374, 1.1316, -5.9090], [-4.0785, 1.9051, -7.5686], [-5.5959, 2.8071, -7.4865], [-5.5592, 1.1825, -8.1895], [-2.1711, 0.7217, -6.4323], [-1.9634, 0.3940, -4.7040], [-3.0780, 1.6532, -5.2280], [2.5667, 0.6189, 5.3852], [2.5931, 1.4394, 6.2701], [3.2680, 2.5787, 6.0574], [3.2233, 3.7088, 6.9402], [4.2281, 3.5947, 8.0660], [1.9538, 1.1889, 7.6129], [2.2086, 3.8662, 7.3078], [3.4660, 4.5576, 6.3034], [4.0149, 2.7432, 8.7123], [4.2144, 4.4986, 8.6747], [5.2311, 3.4617, 7.6611], [2.6661, 0.6494, 8.2369], [1.0812, 0.5594, 7.4601], [1.6403, 2.0899, 8.1326]],
  "forces_ev_per_angstrom": [[0.03, 0.07, -0.11], [-0.05, 0.29, 0.05], [0.22, -0.38, 0.17], [-0.29, -0.02, -0.17], [-0.03, 0.01, 0.24], [-0.35, 0.01, 0.16], [-0.08, -0.11, -0.32], [0.29, -1.29, -0.18], [0.09, 0.50, -0.06], [-0.08, 0.61, 0.25], [-0.41, 0.32, 0.04], [0.47, 0.11, -0.36], [0.00, 0.08, 0.81], [0.20, 0.35, -0.31], [0.35, -0.18, -0.21], [0.22, 0.27, 0.24], [-0.34, -0.10, -0.44], [-0.12, 0.09, 0.06], [-0.03, 0.16, 0.23], [0.16, -0.56, 0.44], [0.00, 0.10, -0.07], [-0.24, 0.54, 0.09], [0.05, -0.28, 0.04], [0.46, 0.09, -0.05], [-0.41, 0.15, -0.27], [-0.04, -0.43, 0.10], [-0.16, 0.13, 0.04], [-0.15, 0.16, -0.36], [0.20, 0.05, 0.20], [0.03, -0.01, 0.03], [-0.23, -0.17, 0.08], [-0.18, -0.02, -0.07], [0.07, -0.02, -0.04], [0.12, -0.09, -0.12], [0.12, 0.11, -0.04], [0.15, 0.16, -0.01], [-0.03, -0.23, 0.25], [-0.40, -0.61, -0.25], [0.14, 0.11, 0.04], [-0.12, 0.05, -0.02], [-0.15, 0.16, 0.02], [-0.07, -0.06, -0.13], [-0.05, -0.04, 0.00], [-0.14, -0.14, 0.00], [0.02, -0.05, -0.18], [-0.28, -0.02, -0.06], [0.10, 0.04, 0.13], [0.11, -0.10, -0.07], [0.09, 0.02, 0.19], [0.08, -0.10, -0.05], [-0.19, 0.17, -0.25], [0.12, -0.17, 0.01], [-0.06, 0.03, 0.07], [0.04, -0.02, 0.07], [0.08, 0.02, 0.06], [0.01, 0.06, 0.17], [0.02, -0.22, 0.02], [0.57, 0.44, -0.05], [-0.01, -0.15, -0.36], [-0.07, 0.05, 0.24], [-0.05, -0.22, -0.27], [0.00, 0.14, 0.09], [-0.34, -0.23, 0.35], [-0.01, 0.09, 0.05], [0.06, 0.06, 0.07], [-0.02, -0.07, -0.06], [0.01, -0.04, 0.04], [0.00, -0.04, -0.02], [0.03, -0.11, -0.04], [0.12, 0.09, 0.05], [0.07, 0.03, -0.14], [0.09, 0.30, 0.04], [0.05, -0.01, -0.25], [-0.06, -0.06, 0.18], [-0.05, 0.17, -0.07], [0.09, -0.12, -0.04], [-0.05, 0.04, 0.24], [0.05, -0.03, 0.00], [0.01, -0.07, 0.00], [0.00, 0.05, 0.03], [-0.01, 0.00, 0.01], [-0.04, 0.02, 0.00], [-0.01, 0.00, -0.01], [0.03, -0.06, -0.06], [-0.01, 0.01, -0.07], [0.13, 0.12, 0.12], [0.16, 0.02, 0.01], [-0.06, -0.03, -0.19], [0.03, 0.11, 0.18], [0.03, -0.14, -0.03], [-0.21, 0.10, -0.09], [-0.01, -0.05, 0.00], [0.00, -0.04, -0.05], [-0.04, 0.03, 0.03], [0.00, 0.01, -0.01], [0.00, 0.04, 0.00], [0.01, 0.01, 0.01], [0.06, -0.09, 0.00], [0.09, 0.00, 0.03]],
  "mulliken_charge": [-0.4653, 0.5251, -0.5843, -0.3008, -0.8799, -0.8010, 1.0537, 0.6411, -0.8590, -0.0736, -0.5040, -1.4117, -0.9679, 0.1678, 1.0606, -1.8524, 0.8529, -1.2725, -0.1497, -1.7526, 0.1318, 0.9086, -0.9173, 0.0667, -0.5202, -0.1801, 0.8438, -1.2091, -0.4515, 0.3531, 0.0506, 0.2312, 0.8597, -0.1213, 0.6270, 0.5852, 0.2764, -0.1054, 0.3560, 0.8671, 0.3001, 0.5180, 0.1389, 0.2295, 0.6309, 0.4944, 0.0894, 0.3869, 0.3124, 0.3034, 0.7324, 0.0808, 0.5969, 0.1356, 0.3780, 0.2770, 0.3919, -0.6207, 1.0119, -0.4027, -0.5365, -0.7443, -0.9493, 0.3767, 0.3727, 0.1338, 0.4225, 0.2368, 0.0065, 0.3800, 0.3582, -0.6029, 0.7995, -0.3843, -0.3609, -0.9801, -0.5753, 0.3015, 0.3212, 0.2762, 0.3660, 0.3111, 0.3057, -0.2466, 0.4186, -0.5393, 0.6933, -0.2489, -0.4204, -1.0366, -1.1448, 0.3615, 0.3301, 0.2739, 0.3847, 0.3083, 0.3132, 0.2779, 0.3767],
  "charge": 1,
  "homo_ev": -11.596
}